1.
55
Properties=species:S:1:pos:R:3 method="wB97M-V/def2-TZVPD" multiplicity=6 relative_energy_kcal_mol=15.12 charge=+2 homo_ha="-0.51213 / -0.52216" orbital_gap_ev="8.196 / 6.426"
Fe -0.5898 -0.1646 0.2515
N -1.6821 3.3225 3.1902
C -1.4396 2.4876 2.1856
S -2.0621 0.9319 2.1000
N -0.6139 3.0379 1.2138
N -0.6063 2.3119 0.1281
C -0.7207 2.7944 -1.0512
C -0.7743 1.8618 -2.1716
C -0.7996 2.3205 -3.4772
C -0.9435 1.3974 -4.5044
C -1.0731 0.0585 -4.1843
C -1.0335 -0.3175 -2.8480
N -0.8827 0.5611 -1.8607
H -2.3022 3.0502 3.9348
H -1.3429 4.2714 3.1490
H -0.8878 3.8558 -1.2220
H -0.7149 3.3790 -3.6835
H -0.9664 1.7245 -5.5350
H -1.2101 -0.6922 -4.9493
H -1.1222 -1.3538 -2.5530
C 1.8883 -3.2436 -2.7893
O 0.9263 -2.6038 -1.9126
P 1.3540 -1.4679 -0.8849
O 2.4781 -2.1533 0.0657
C 2.1851 -3.4222 0.6819
O 2.2909 -0.5589 -1.8063
C 3.1812 0.4300 -1.2699
H 1.4301 -4.1690 -3.1231
H 2.8143 -3.4541 -2.2567
H 2.0959 -2.5948 -3.6362
H 3.0332 -3.6638 1.3176
H 2.0830 -4.1994 -0.0739
H 1.2717 -3.3648 1.2751
H 3.6161 0.9431 -2.1215
H 3.9663 -0.0538 -0.6902
H 2.6371 1.1393 -0.6438
C -5.3753 -2.9372 -0.0409
C -3.9583 -3.5092 0.0685
C -2.9417 -2.4621 0.0498
N -2.1556 -1.6289 0.0248
H -6.0919 -3.7544 -0.0082
H -5.5100 -2.4006 -0.9781
H -5.5886 -2.2607 0.7844
H -3.7359 -4.1924 -0.7530
H -3.8250 -4.0679 0.9967
N 3.0924 0.2998 3.4176
C 2.0722 -0.8003 3.3674
C 1.1245 -0.4654 2.2143
O 0.1824 -1.2453 1.9851
O 1.3704 0.5800 1.5628
H 4.0479 -0.0332 3.2996
H 3.0496 0.8459 4.2768
H 2.8186 0.9045 2.6066
H 1.5333 -0.8577 4.3090
H 2.5677 -1.7493 3.1807

---

2.
52
Properties=species:S:1:pos:R:3 method="wB97M-V/def2-TZVPD" homo_ha=-0.29475 orbital_gap_ev=5.888
C 4.0358 -0.0586 2.5750
C 2.6627 -0.1693 1.9239
C 1.7710 -1.1375 2.6970
O 2.0692 1.1127 1.8996
B 1.2021 1.1387 0.7359
C -0.3535 0.9333 1.3217
C -1.2723 0.0872 0.7083
C -2.5967 -0.0140 1.1725
C -2.9768 0.6313 2.3606
C -2.0136 1.3724 3.0550
C -0.7128 1.5246 2.5388
C 1.4684 2.6412 -0.0024
C 0.5804 2.9612 -1.0700
C -0.0506 2.0049 -1.9803
O 1.5359 0.0413 -0.1466
C 2.7082 -0.5720 0.3622
C 3.9262 0.0633 -0.3015
C 2.6573 -2.0782 0.1201
H 4.5667 -1.0218 2.5705
H 4.6522 0.6847 2.0552
H 3.9220 0.2663 3.6123
H 2.2674 -2.1082 2.8379
H 1.5379 -0.7140 3.6794
H 0.8210 -1.2963 2.1720
H -0.9879 -0.5149 -0.1517
H -3.3234 -0.5831 0.5901
H -3.9964 0.5330 2.7392
H -2.2695 1.8513 4.0055
H 0.0203 2.0838 3.1109
H 1.2596 3.3675 0.8121
H 2.5501 2.7865 -0.2129
H 0.0812 3.9452 -1.0057
H -0.1199 2.3671 -3.0207
H 0.3634 0.9784 -1.9665
H 4.8568 -0.4482 -0.0200
H 3.8324 0.0262 -1.3917
H 4.0054 1.1164 -0.0041
H 3.5410 -2.5895 0.5349
H 1.7653 -2.5170 0.5815
H 2.6185 -2.3035 -0.9530
Cl -1.3351 -2.5162 -2.1743
C -2.8466 -2.0180 -2.8352
N -3.0985 -0.7238 -2.8136
F -1.3395 1.9335 -1.4218
C -4.2623 -0.2505 -3.2727
Cl -4.5161 1.4331 -3.1409
C -5.2377 -1.0889 -3.8238
C -4.9572 -2.4542 -3.8613
C -3.7509 -2.9570 -3.3590
H -6.1475 -0.6267 -4.1905
H -5.6672 -3.1318 -4.2927
H -3.4462 -3.9919 -3.3593

---

3.
12
Properties=species:S:1:pos:R:3 method="wB97M-V/def2-TZVPD" relative_energy_kcal_mol=61.22 homo_ha="-0.32831 / -0.32649" orbital_gap_ev="6.776 / 6.693"
C 0.8538 -0.8414 0.7872
C 0.2079 0.2181 0.2319
C 0.4700 0.7142 -1.1434
C -0.9409 0.5635 0.7942
Cl -1.0004 -2.5935 -0.1224
Br -2.3002 1.5956 0.0312
H 0.5546 -1.2298 1.8490
H 1.7049 -1.2844 0.3806
H -0.0214 0.0611 -1.8651
H 0.1041 1.7281 -1.2744
H 1.5664 0.7081 -1.5248
H -1.1988 0.3606 1.8560

---

For each record above, in turn, the calculated electronic energy values are -3294.742195 -2027.405073 -3190.111164 hartree.
For each record above, in turn, the calculated maximum force values are 0.0127 0.0581 0.0945 hartree/bohr.